{
  "formula": "C40H63ClO31S6",
  "method": "ωB97M-V/def2-TZVPD",
  "elements": ["C", "C", "C", "C", "C", "C", "C", "C", "C", "C", "C", "C", "C", "C", "C", "C", "C", "C", "O", "C", "C", "O", "C", "O", "C", "Cl", "C", "C", "O", "C", "O", "C", "C", "O", "C", "O", "H", "H", "H", "H", "H", "H", "H", "H", "H", "H", "H", "H", "H", "H", "H", "H", "H", "H", "H", "H", "H", "H", "H", "H", "H", "H", "H", "H", "H", "H", "H", "H", "H", "H", "H", "H", "H", "H", "H", "O", "S", "O", "O", "C", "C", "O", "H", "H", "H", "H", "O", "S", "O", "O", "C", "C", "O", "H", "H", "H", "H", "O", "S", "O", "O", "C", "C", "O", "H", "H", "H", "H", "O", "S", "O", "O", "C", "C", "O", "H", "H", "H", "H", "O", "S", "O", "O", "C", "C", "O", "H", "H", "H", "H", "O", "S", "O", "O", "C", "C", "O", "H", "H", "H", "H"],
  "xyz": [[2.432138, -6.083646, 2.391237], [1.727483, -4.798278, 2.854582], [0.574462, -5.064756, 3.831544], [-0.810955, -5.243184, 3.177300], [-1.165100, -4.218874, 2.082966], [-1.036462, -2.738518, 2.523173], [0.115194, -1.930041, 1.893145], [0.318605, -2.110314, 0.372872], [0.387489, -0.794464, -0.417424], [-0.961187, -0.242478, -0.838891], [-2.140763, -0.784089, -0.326281], [-3.391410, -0.286047, -0.677309], [-3.475034, 0.773084, -1.576145], [-2.310733, 1.313287, -2.096047], [-1.046901, 0.822884, -1.760999], [0.138282, 1.488200, -2.426381], [1.185210, 2.085712, -1.457933], [0.574869, 2.829612, -0.269101], [1.363605, 4.009769, -0.051105], [0.972516, 4.719700, 1.057428], [1.216061, 4.105917, 2.418300], [0.479869, 5.796895, 0.908912], [-4.827721, 1.269134, -1.957880], [-4.991561, 2.413177, -2.304721], [-5.928530, 0.261788, -1.845394], [-7.259443, 0.518506, -2.941713], [-5.873782, -0.762498, -0.989199], [-6.967462, -1.801477, -0.881627], [-7.427767, -1.972413, 0.453737], [-8.798657, -1.823368, 0.583146], [-9.128562, -0.442666, 0.678767], [-9.592026, -0.083510, 1.976486], [-9.607568, 1.453857, 2.096168], [-8.906119, 1.856737, 3.271052], [-4.637401, -0.891682, -0.128611], [-4.674687, -1.482398, 0.917115], [3.169663, -5.783238, 1.636820], [3.015699, -6.566440, 3.184578], [1.755196, -6.777739, 1.886482], [1.447482, -4.240638, 1.961457], [2.479762, -4.219208, 3.392962], [0.483595, -4.320568, 4.627875], [0.805632, -6.013251, 4.332738], [-0.872444, -6.239268, 2.721763], [-1.591804, -5.235037, 3.945893], [-2.219546, -4.385174, 1.836134], [-0.604057, -4.477545, 1.182470], [-0.848158, -2.757850, 3.603617], [-2.002527, -2.238989, 2.422034], [-0.136908, -0.869921, 2.046111], [1.042220, -2.074096, 2.449249], [1.274537, -2.625433, 0.225861], [-0.422320, -2.771033, -0.082003], [1.001192, -0.078481, 0.132132], [0.935850, -1.015355, -1.343641], [-2.140952, -1.618238, 0.363533], [-2.379900, 2.125207, -2.813458], [0.668302, 0.765515, -3.057111], [-0.208712, 2.307285, -3.059004], [1.907265, 1.329650, -1.152864], [1.767409, 2.821534, -2.027349], [0.688237, 2.186653, 0.613020], [-0.483014, 3.058051, -0.429214], [1.140279, 4.868938, 3.186938], [0.475751, 3.318602, 2.565818], [2.231396, 3.701211, 2.406379], [-7.816833, -1.552721, -1.516601], [-6.567675, -2.768742, -1.227936], [-9.365744, -2.268926, -0.244062], [-9.140286, -2.303395, 1.504517], [-10.596121, -0.511044, 2.108352], [-8.935327, -0.468002, 2.764181], [-10.646136, 1.790300, 2.160869], [-9.119081, 1.852146, 1.208422], [-9.529496, 1.815626, 4.001504], [7.268764, 4.423150, 4.751763], [6.759178, 3.680997, 3.653946], [6.785546, 2.263051, 3.635070], [7.421041, 4.240027, 2.313536], [6.402727, 4.681369, 1.409049], [5.257905, 5.110460, 2.300117], [5.249772, 4.155704, 3.366690], [6.121797, 3.839426, 0.773740], [6.773692, 5.491834, 0.787852], [4.303026, 5.109338, 1.780401], [5.436689, 6.098719, 2.730051], [-3.730119, 6.676350, -7.003630], [-2.883124, 6.606270, -5.868449], [-1.593538, 7.196385, -5.859891], [-2.757457, 5.069442, -5.431910], [-3.188233, 4.906660, -4.071744], [-4.211332, 5.998195, -3.859577], [-3.686170, 7.122923, -4.583193], [-2.321650, 5.040639, -3.419846], [-3.604759, 3.914045, -3.921121], [-4.346294, 6.247175, -2.811296], [-5.175699, 5.731195, -4.296007], [-4.261277, -6.095026, -1.940355], [-4.528349, -4.955841, -2.737565], [-4.356659, -3.635450, -2.255744], [-6.013995, -5.092494, -3.330688], [-5.978946, -5.052878, -4.762435], [-4.622872, -5.616995, -5.128110], [-3.739044, -5.101678, -4.124742], [-6.076627, -4.012322, -5.079170], [-6.797921, -5.635141, -5.176158], [-4.294385, -5.310472, -6.117168], [-4.613398, -6.707128, -5.063396], [4.000559, -6.968354, 5.561552], [4.243492, -5.574205, 5.644778], [4.453256, -4.770122, 4.498795], [5.447910, -5.327841, 6.676268], [5.019942, -4.474978, 7.744046], [3.536645, -4.742167, 7.876286], [3.083022, -4.905206, 6.528081], [5.214656, -3.440164, 7.455110], [5.567726, -4.705477, 8.653889], [3.005550, -3.927249, 8.360131], [3.344564, -5.672317, 8.415764], [9.682942, 3.797155, -1.402534], [9.685383, 3.003565, -0.226815], [8.705154, 3.166009, 0.789493], [11.143686, 3.088661, 0.434086], [11.707093, 1.777457, 0.558736], [11.090707, 0.986247, -0.575065], [9.739316, 1.454518, -0.642116], [11.420018, 1.371949, 1.530938], [12.790765, 1.824987, 0.492280], [11.113098, -0.085504, -0.398857], [11.577105, 1.208449, -1.527542], [3.956767, 3.375685, -3.637809], [3.499689, 2.585628, -4.722631], [3.550305, 1.169142, -4.703300], [4.200471, 3.118353, -6.060880], [3.205253, 3.515555, -7.014361], [2.024450, 3.957981, -6.176087], [2.000558, 3.032347, -5.079955], [2.956161, 2.649221, -7.630436], [3.586670, 4.311986, -7.647434], [1.085582, 3.925645, -6.721683], [2.174838, 4.961173, -5.772379]],
  "forces_ev_per_angstrom": [[0.378, 0.530, -0.495], [0.438, -0.474, 0.534], [-0.557, -0.422, -0.265], [0.102, -0.093, -0.297], [-0.504, -0.098, 0.394], [0.556, -0.611, 0.407], [-0.915, 0.720, -0.217], [0.656, -0.076, 0.169], [-0.110, -0.915, -0.517], [0.118, 0.304, 0.242], [-0.283, 0.160, 0.137], [0.381, 0.085, -0.277], [-0.237, -0.502, 0.238], [0.105, 0.088, -0.117], [-0.513, 0.151, -0.024], [0.517, -0.200, 0.588], [-0.052, 0.462, -0.584], [0.978, -0.908, 0.077], [-0.369, -0.076, 0.271], [-0.288, 0.401, 0.026], [0.395, -0.036, -0.710], [0.009, 0.397, 0.028], [0.740, 0.098, 0.293], [-0.382, 0.129, -0.436], [-0.283, -0.047, -0.297], [0.250, 0.105, 0.286], [-0.283, 0.135, -0.139], [0.160, -0.415, 0.211], [-0.102, -0.355, -0.043], [-0.441, 0.693, 0.443], [-0.095, -0.400, -0.036], [-0.131, 0.333, -0.292], [-0.236, -0.919, 0.445], [-0.073, 0.259, -0.244], [-0.251, -0.042, -0.368], [0.223, -0.278, 0.230], [-0.005, -0.163, 0.026], [-0.510, -0.068, -0.123], [-0.027, -0.104, 0.287], [-0.229, 0.101, 0.189], [-0.050, 0.193, -0.255], [0.268, 0.165, -0.194], [-0.011, 0.171, 0.177], [0.040, 0.064, 0.014], [0.132, 0.082, 0.043], [0.128, -0.104, -0.158], [0.055, 0.302, 0.006], [-0.117, 0.147, -0.050], [0.136, 0.076, -0.272], [0.059, -0.083, 0.111], [0.012, -0.217, -0.181], [-0.078, 0.033, -0.075], [-0.064, 0.073, 0.122], [-0.219, 0.122, 0.009], [0.048, 0.204, 0.062], [0.178, 0.093, 0.001], [-0.054, -0.033, 0.092], [-0.145, 0.083, -0.103], [-0.141, -0.200, -0.080], [-0.099, 0.062, 0.195], [-0.103, -0.102, 0.098], [-0.421, 0.074, 0.013], [0.110, 0.261, 0.026], [-0.181, -0.025, -0.060], [0.200, -0.063, 0.243], [-0.189, -0.302, 0.231], [0.201, 0.196, -0.132], [0.065, 0.284, 0.083], [0.240, 0.153, -0.182], [0.409, -0.223, -0.032], [0.065, 0.084, 0.141], [0.076, -0.036, -0.145], [0.110, 0.225, -0.271], [0.038, 0.206, 0.174], [0.117, 0.042, 0.051], [0.134, -0.173, 0.094], [-0.055, 0.285, -0.386], [-0.013, -0.038, 0.236], [-0.957, 0.736, 1.302], [-0.231, -0.308, -0.339], [0.104, 0.557, 0.027], [0.112, -0.318, -0.205], [0.005, 0.025, -0.018], [0.210, -0.019, 0.120], [-0.058, -0.185, 0.123], [-0.018, 0.018, -0.056], [0.161, 0.020, -0.170], [-0.220, -0.156, 0.358], [0.002, 0.132, -0.148], [-0.260, 0.166, -0.095], [0.262, -0.075, 0.450], [-0.429, -0.255, -0.150], [0.388, -0.121, 0.014], [-0.025, 0.022, 0.016], [-0.026, -0.009, -0.206], [0.131, 0.230, -0.048], [0.008, -0.039, 0.033], [-0.029, 0.121, 0.242], [-0.162, -0.340, -0.436], [0.218, 0.185, 0.210], [0.222, -0.243, -0.002], [-0.007, 0.388, -0.279], [-0.122, -0.491, -0.034], [-0.214, 0.390, 0.051], [0.009, -0.016, -0.027], [-0.051, -0.072, 0.227], [0.182, 0.152, 0.118], [-0.034, 0.008, -0.033], [0.153, -0.052, -0.218], [0.000, 0.208, 0.604], [0.022, -0.111, -0.132], [-0.254, -0.277, 0.048], [0.006, 0.486, 0.009], [0.005, -0.383, 0.327], [0.249, 0.256, -0.190], [-0.020, 0.001, 0.026], [0.101, -0.189, -0.120], [-0.110, 0.055, -0.233], [0.026, 0.027, 0.037], [-0.091, 0.182, 0.088], [0.191, -0.322, 0.057], [0.642, -0.471, -1.123], [-0.060, -0.053, -0.340], [-0.056, -0.319, 0.364], [0.337, 0.095, -0.353], [-0.005, 0.110, 0.371], [0.005, -0.024, -0.018], [-0.023, 0.241, -0.053], [-0.261, 0.009, 0.035], [0.041, -0.019, 0.027], [0.181, -0.202, 0.131], [-0.163, 0.324, -0.317], [-0.043, -0.041, 0.250], [-0.174, 0.181, 0.224], [-0.245, -0.262, -0.299], [0.125, 0.512, 0.038], [0.143, -0.340, -0.220], [-0.019, 0.019, -0.002], [0.201, 0.006, 0.146], [-0.073, -0.192, 0.154], [-0.012, 0.009, -0.046]],
  "lowdin_charge": [-0.099, -0.254, -0.206, -0.209, -0.206, -0.186, -0.193, -0.203, -0.137, -0.112, 0.072, -0.068, -0.084, 0.045, -0.153, -0.126, -0.146, -0.162, -0.031, -0.533, 0.022, 0.134, -0.349, 0.093, -0.479, 0.746, -0.095, -0.141, -0.068, -0.249, -0.112, -0.191, -0.211, -0.069, -0.275, 0.160, 0.074, 0.047, 0.074, 0.076, 0.082, 0.098, 0.108, 0.105, 0.107, 0.107, 0.095, 0.103, 0.094, 0.107, 0.101, 0.109, 0.104, 0.105, 0.127, 0.107, 0.111, 0.125, 0.109, 0.107, 0.105, 0.116, 0.139, 0.091, 0.087, 0.083, 0.089, 0.127, 0.138, 0.134, 0.122, 0.129, 0.115, 0.122, 0.083, -0.221, 0.604, -0.218, -0.245, -0.163, -0.164, -0.194, 0.135, 0.142, 0.125, 0.135, -0.219, 0.595, -0.224, -0.194, -0.165, -0.153, -0.186, 0.136, 0.110, 0.139, 0.137, -0.204, 0.600, -0.215, -0.191, -0.162, -0.162, -0.183, 0.134, 0.136, 0.136, 0.135, -0.214, 0.599, -0.213, -0.184, -0.163, -0.163, -0.191, 0.135, 0.135, 0.136, 0.134, -0.212, 0.633, -0.209, -0.181, -0.162, -0.165, -0.181, 0.135, 0.135, 0.136, 0.134, -0.216, 0.588, -0.217, -0.184, -0.158, -0.156, -0.203, 0.134, 0.136, 0.138, 0.138],
  "charge": 0,
  "homo_ha": -0.3433,
  "e_lumo_ev": -0.942,
  "total_energy_ev": -183500.668
}